(1)
The following is a quantum chemistry calculation of a cluster of 3 separate species, C3H11N3O in total, from the OMol25 dataset.

Positions of all 18 atoms, in Å:
C1 0.38937 1.01788 0.04135
C2 -1.16536 -0.50243 1.08901
C3 -0.40167 -1.54745 -1.60962
N1 0.18848 -0.01340 0.88745
N2 0.60065 -0.64648 -1.09005
N3 1.60381 1.59313 -0.02974
O1 -0.34928 1.72966 1.93405
H1 0.47993 2.03341 2.32585
H2 1.41429 -1.15187 -0.74783
H3 -0.41586 1.49302 -0.50658
H4 1.81285 2.16284 -0.83087
H5 2.37305 1.10046 0.39571
H6 -1.20284 -1.55970 0.82524
H7 -1.38250 -0.40182 2.14827
H8 -1.91978 0.05183 0.52462
H9 -0.63641 -2.41519 -0.97738
H10 -0.05903 -1.93918 -2.57807
H11 -1.32969 -1.00470 -1.80141

## Properties
E_HOMO (spin up / spin down): -8.27 / -7.81 eV
E_tot: -9801.8949 eV
gap between HOMO and LUMO (spin up / spin down): 8.7 / 8.1 eV
energy above the lowest of the compared OMol25 structures with the same formula, charge and spin: 6.106 eV

***

(2)
The following is a quantum chemistry calculation of a cluster of 2 separate species, C3H11N3O in total, from the OMol25 dataset.

Positions of all 18 atoms, in Å:
C1 -2.15081 0.73405 -0.65434
N1 -0.78028 1.08436 -1.00114
C2 -0.19545 0.19430 -1.98960
H1 -2.77810 0.77193 -1.54461
H2 -2.23669 -0.26167 -0.20245
H3 -2.53510 1.46885 0.05357
H4 -0.20955 1.18336 -0.17964
H5 -0.08388 -0.84234 -1.63201
H6 0.78851 0.55672 -2.29018
H7 -0.82458 0.17703 -2.87938
N2 0.18307 -0.80722 1.54831
C3 1.51139 -0.93275 1.89145
N3 2.32859 0.10878 1.50395
O1 1.93424 -1.87721 2.52620
H8 -0.07949 -0.42653 0.65030
H9 -0.35215 -1.59573 1.87113
H10 3.28731 -0.06214 1.72900
H11 2.19297 0.52621 0.59940

## Properties
structure (SMILES): NC(N)=O.CNC
E_HOMO: -9.28 eV
E_tot: -9807.5925 eV
gap between HOMO and LUMO: 10.0 eV
energy above the lowest of the compared OMol25 structures with the same formula, charge and spin: 0.409 eV

***

(3)
The following is a quantum chemistry calculation of the molecule C3H11N3O, from the OMol25 dataset.

Positions of all 18 atoms, in Å:
C1 -0.09964 0.44628 0.91038
C2 0.06700 -1.06214 0.68197
C3 -1.52824 0.91913 1.00930
N1 0.69166 1.27475 -0.29123
N2 1.30587 -1.31099 -0.09134
N3 1.01703 -1.35834 -1.51041
O1 -0.05247 1.26237 -1.51520
H1 -0.94841 1.63728 -1.64159
H2 1.66291 1.30789 -0.62109
H3 1.83903 -0.20663 -0.02103
H4 0.47948 0.77139 1.77788
H5 1.74140 -1.90882 -1.97572
H6 0.11615 -1.79867 -1.72963
H7 0.20890 -1.53465 1.65998
H8 -0.81771 -1.53007 0.22241
H9 -2.09374 0.63843 0.11374
H10 -1.99442 0.44998 1.88455
H11 -1.59480 2.00281 1.13702

## Properties
structure (SMILES): C[C@@H](CNN)NO
E_HOMO: -7.49 eV
E_tot: -9801.8061 eV
gap between HOMO and LUMO: 8.4 eV
energy above the lowest of the compared OMol25 structures with the same formula, charge and spin: 6.195 eV

***

(4)
The following is a quantum chemistry calculation of a cluster of 2 separate species, C3H11N3O2 in total, from the OMol25 dataset.

Positions of all 19 atoms, in Å:
O1 -2.35970 -0.16257 -0.25155
C1 -1.23034 -0.18308 0.22458
N1 -0.28779 0.73988 -0.09844
C2 -0.29142 1.56621 -1.29694
N2 0.64793 1.14690 -2.29024
C3 -0.81714 -1.12284 1.34067
N3 -0.77721 -0.47461 2.66649
H1 0.65518 0.58283 0.23753
H2 -1.25950 1.62438 -1.72730
H3 -0.09721 2.56834 -0.95052
H4 0.24388 0.57889 -3.01327
H5 1.47557 0.73297 -1.89164
H6 0.15995 -1.53590 1.09949
H7 -1.49217 -1.97385 1.40952
H8 -1.63286 0.07545 2.74764
H9 -0.07795 0.26720 2.60773
H10 2.13035 -1.86756 0.39599
H11 2.92837 -1.29996 -0.84851
O2 2.08207 -1.26269 -0.36124

## Properties
E_HOMO (spin up / spin down): 0.52 / -6.10 eV
E_tot: -11854.2318 eV
total charge: -1
gap between HOMO and LUMO (spin up / spin down): 3.2 / 9.7 eV
energy above the lowest of the compared OMol25 structures with the same formula, charge and spin: 0.165 eV
expectation value of S²: 0.7504
2S+1: 2

***

(5)
The following is a quantum chemistry calculation of a cluster of 3 separate species, C3H11N3S in total, from the OMol25 dataset.

Positions of all 18 atoms, in Å:
C1 8.58990 0.64039 0.81152
C2 -1.31304 -1.05979 -0.62606
C3 -2.18616 0.84924 0.55932
N1 8.30126 1.50316 -0.06629
N2 -3.48974 -1.15250 0.39307
N3 -2.18926 -0.55840 0.44394
S1 7.60048 -1.91357 0.28018
H1 -1.25003 -2.09851 -0.67419
H2 -1.46177 -0.68105 -1.61907
H3 -0.30406 -0.60174 -0.24978
H4 -2.22960 1.33373 -0.56773
H5 -3.07313 1.11867 1.07682
H6 -1.38950 1.24487 1.13051
H7 7.81517 1.24908 -0.86680
H8 8.46085 2.42133 0.20284
H9 -3.24665 -2.12670 0.42461
H10 -4.21059 -0.63750 1.10514
H11 -3.91831 -1.00215 -0.55513

## Properties
E_HOMO (spin up / spin down): -15.96 / -15.96 eV
E_tot: -18570.3550 eV
total charge: +2
gap between HOMO and LUMO (spin up / spin down): 6.6 / 6.6 eV
energy above the lowest of the compared OMol25 structures with the same formula, charge and spin: 6.730 eV

***

(6)
The following is a quantum chemistry calculation of a cluster of 2 separate species, C3H11N4 in total, from the OMol25 dataset.

Positions of all 18 atoms, in Å:
C1 1.94840 -0.20890 -0.19079
C2 1.53780 -0.74098 0.98716
N1 1.59474 -2.14365 1.25519
N2 1.67097 1.13106 -0.59488
H1 2.21386 -0.89258 -1.01646
H2 1.29636 -0.25378 1.98578
H3 0.96577 -2.62440 0.62600
H4 1.33098 -2.26318 2.22517
H5 2.41661 1.28911 -1.32050
H6 1.97181 1.77744 0.09180
N3 -1.09437 0.55922 -0.91167
C3 -2.05043 0.89951 -0.11662
N4 -3.33138 0.51105 -0.34908
H7 -1.35553 0.00213 -1.70787
H8 -0.08348 0.98139 -0.80856
H9 -1.80529 1.59646 0.67427
H10 -4.03941 0.55747 0.36790
H11 -3.40597 -0.27161 -0.99291

## Properties
E_HOMO: -11.41 eV
E_tot: -9242.8405 eV
total charge: +1
gap between HOMO and LUMO: 8.0 eV
energy above the lowest of the compared OMol25 structures with the same formula, charge and spin: 1.403 eV

***

(7)
The following is a quantum chemistry calculation of the molecule C3H11N5O, from the OMol25 dataset.

Positions of all 20 atoms, in Å:
C1 -0.54709 -0.30087 1.78685
N1 -0.42712 -0.99734 0.51250
C2 1.37494 -0.62153 -0.38914
O1 -1.15895 -2.22233 0.65760
N2 2.36598 -0.06924 0.28232
H1 -1.74400 -2.16075 -0.11575
H2 3.15010 -0.72005 0.35677
H3 1.45537 -1.64289 -0.79459
H4 -1.58452 -0.01851 1.99053
H5 0.07011 0.59867 1.78262
H6 -0.19113 -0.93555 2.60335
N3 -1.83208 0.85074 -0.61804
N4 0.66809 1.71861 -0.85751
C3 0.42868 0.33169 -1.22628
N5 -0.91875 -0.14330 -0.84507
H7 -1.39674 1.78328 -0.63005
H8 -2.73699 0.69456 -1.04681
H9 0.90581 1.71691 0.14009
H10 1.54207 2.00511 -1.29888
H11 0.57620 0.13279 -2.29050

## Properties
structure (SMILES): [H]/N=C/[C@H](N)N(N)N(C)O
E_HOMO: -8.32 eV
E_tot: -12782.2903 eV
gap between HOMO and LUMO: 9.3 eV
energy above the lowest of the compared OMol25 structures with the same formula, charge and spin: 5.908 eV

***

(8)
The following is a quantum chemistry calculation of a structure of composition C3H11N6, from the OMol25 dataset.

Positions of all 20 atoms, in Å:
C1 0.61507 -0.04173 -0.31409
C2 0.20000 0.66639 0.82793
C3 0.36638 -1.29167 -2.36835
N1 -0.18410 -0.63139 -1.20185
N2 -1.57731 0.48305 1.33097
N3 1.95882 -0.02958 -0.56541
N4 1.02064 1.05039 1.80967
N5 -1.81864 0.99438 2.46238
N6 -1.52615 -0.87511 -0.99250
H1 -0.41899 -1.88777 -2.82477
H2 0.72007 -0.55987 -3.09919
H3 1.18204 -1.95927 -2.09184
H4 2.51388 0.56397 0.02766
H5 2.28730 -0.11011 -1.51215
H6 1.72453 0.43209 2.19362
H7 0.74399 1.81467 2.40666
H8 -1.14646 0.99772 3.23125
H9 -2.72710 1.42019 2.62242
H10 -1.85562 -0.42398 -0.13922
H11 -2.07834 -0.61238 -1.80320

## Properties
E_HOMO (spin up / spin down): -11.77 / -11.77 eV
E_tot: -12219.5506 eV
total charge: +1
gap between HOMO and LUMO (spin up / spin down): 7.1 / 7.7 eV
energy above the lowest of the compared OMol25 structures with the same formula, charge and spin: 3.245 eV

***

(9)
The following is a quantum chemistry calculation of the molecule C3H11N9O, from the OMol25 dataset.

Positions of all 24 atoms, in Å:
C1 1.51478 -1.31417 -1.15389
C2 0.82397 -1.30428 0.09441
C3 1.02195 -0.72212 -2.24958
N1 -0.27001 -0.63003 0.30334
N2 0.05371 0.40715 -2.03944
N3 0.18294 1.31216 -1.20913
N4 -0.63239 -1.47557 2.60412
N5 -2.25910 1.14314 -2.19797
N6 1.59202 2.35308 0.43992
N7 -1.00733 -0.74970 1.42632
N8 -1.23059 0.31055 -2.52628
N9 1.35079 1.45820 -0.66818
O1 1.34744 -0.77392 -3.41993
H1 2.40384 -2.07724 -1.19208
H2 1.17619 -1.93975 0.87595
H3 -1.14772 -2.28796 2.59875
H4 0.30129 -1.48734 2.93275
H5 -2.46152 1.08794 -1.17101
H6 -1.94755 2.10693 -2.26252
H7 0.79950 2.23004 1.17554
H8 1.55274 3.36057 0.30183
H9 -1.23386 0.19469 1.90567
H10 -1.39522 -0.16447 -3.46109
H11 1.89552 0.54323 -0.63731

## Properties
E_HOMO: -7.25 eV
E_tot: -18738.8911 eV
gap between HOMO and LUMO: 7.4 eV
energy above the lowest of the compared OMol25 structures with the same formula, charge and spin: 2.842 eV

***

(10)
The following is a quantum chemistry calculation of a cluster of 2 separate species, C3H11NO in total, from the OMol25 dataset.

Positions of all 16 atoms, in Å:
C1 1.24637 -0.18200 1.93242
O1 2.74412 0.06686 1.91471
H1 0.82260 -0.26494 2.90837
H2 0.99992 -0.97255 1.16754
H3 0.79271 0.75202 1.42414
C2 -1.23724 0.79379 -2.24800
C3 -0.82738 0.01437 -1.07019
N1 -2.01068 -0.63831 -0.47506
H4 -0.89327 1.88037 -2.10661
H5 -2.34870 0.77773 -2.35937
H6 -0.84823 0.39232 -3.21913
H7 -0.53090 0.59726 -0.12887
H8 -0.09359 -0.75054 -1.30479
H9 3.20470 0.32193 1.03931
H10 -2.49310 -1.18749 -1.25546
H11 -1.58077 -1.36980 0.15726

## Properties
structure (SMILES): CCN.CO
E_HOMO: -9.54 eV
E_tot: -6825.0596 eV
gap between HOMO and LUMO: 10.4 eV
energy above the lowest of the compared OMol25 structures with the same formula, charge and spin: 2.186 eV

***

(11)
The following is a quantum chemistry calculation of a cluster of 2 separate species, C3H11NO in total, from the OMol25 dataset.

Positions of all 16 atoms, in Å:
C1 0.97832 1.69672 -0.34251
N1 0.36889 0.39394 -0.03969
C2 1.29903 -0.76870 -0.39102
C3 -0.21059 0.31335 1.32900
H1 1.67341 1.70548 -1.08764
H2 1.39809 2.11788 0.54116
H3 0.15608 2.23390 -0.75859
H4 0.86499 -1.72179 -0.39085
H5 1.75752 -0.59195 -1.38918
H6 2.23031 -0.69477 0.09166
H7 -0.59246 -0.65932 1.52206
H8 -1.07098 0.96469 1.47445
H9 0.58844 0.60882 2.00711
H10 -3.62941 -1.32037 -1.21657
H11 -2.56151 -2.44734 -0.83599
O1 -3.25014 -1.83053 -0.51340

## Properties
structure (SMILES): CN(C)C.O
E_HOMO: -8.09 eV
E_tot: -6825.4751 eV
gap between HOMO and LUMO: 9.0 eV
energy above the lowest of the compared OMol25 structures with the same formula, charge and spin: 1.770 eV

***

(12)
The following is a quantum chemistry calculation of a cluster of 2 separate species, C3H11NO in total, from the OMol25 dataset.

Positions of all 16 atoms, in Å:
C1 0.05142 0.38144 1.13922
N1 -1.47542 4.26379 -2.45120
H1 0.97592 0.95712 1.28054
H2 -0.62805 1.01738 0.57785
H3 -0.36366 0.06378 2.09232
H4 -0.52268 3.95939 -2.27309
H5 -1.62944 4.07278 -3.43404
H6 -1.49116 5.26314 -2.30645
C2 0.67073 -1.87901 1.03571
O1 0.28562 -0.73275 0.30240
C3 0.64197 -3.16714 0.28006
H7 -0.01672 -1.96282 1.89916
H8 1.61790 -1.64023 1.54934
H9 1.12315 -4.00946 0.78333
H10 1.15463 -3.08806 -0.67999
H11 -0.39422 -3.49937 0.20483

## Properties
structure (SMILES): CCOC.N
E_HOMO: -9.57 eV
E_tot: -6826.1783 eV
gap between HOMO and LUMO: 10.6 eV
energy above the lowest of the compared OMol25 structures with the same formula, charge and spin: 1.067 eV

***

(13)
The following is a quantum chemistry calculation of a cluster of 3 separate species, C3H11NO2 in total, from the OMol25 dataset.

Positions of all 17 atoms, in Å:
C1 -0.22568 -0.93100 1.39166
C2 0.71997 -1.86181 0.87741
N1 1.82510 -2.56864 1.37313
C3 1.70237 -4.02667 0.81897
H1 -0.49766 -0.83949 2.43685
H2 -0.81974 -0.45394 0.61427
H3 0.67066 -1.83952 -0.24224
H4 2.17661 -2.56020 2.23961
H5 2.58095 -4.64822 0.42541
H6 1.20589 -4.65275 1.57323
H7 1.22233 -3.86863 -0.13708
H8 -0.70714 4.69610 -3.73464
H9 -0.60259 5.31926 -2.40264
O1 -0.34916 5.54099 -3.25294
H10 -2.38086 4.28476 -0.12800
H11 -3.70620 4.46827 -0.96156
O2 -2.81486 3.94150 -0.89143

## Properties
structure (SMILES): C=CNC.O.O
E_HOMO: -8.17 eV
E_tot: -8871.7994 eV
gap between HOMO and LUMO: 8.8 eV
energy above the lowest of the compared OMol25 structures with the same formula, charge and spin: 2.690 eV

***

(14)
The following is a quantum chemistry calculation of a cluster of 3 separate species, C3H11NO2 in total, from the OMol25 dataset.

Positions of all 17 atoms, in Å:
C1 -0.02636 1.01898 3.46198
C2 -0.09988 0.89830 2.12933
N1 0.34470 -0.21205 1.31101
C3 -0.73264 -1.01150 0.71809
H1 0.48795 0.26101 4.04252
H2 -0.47137 1.87143 3.99953
H3 -0.34480 1.78558 1.53383
H4 0.97697 -0.72325 1.90488
H5 -0.81084 -0.86358 -0.37570
H6 -0.62761 -2.11137 0.86860
H7 -1.67763 -0.78936 1.25248
H8 1.21016 0.68234 -0.26245
H9 2.66844 1.08550 -0.40717
O1 1.79513 1.28041 -0.75980
H10 -2.03969 -1.05361 -5.23751
H11 -1.23069 -2.32492 -4.93113
O2 -1.20534 -1.49342 -5.42887

## Properties
structure (SMILES): C=CNC.O.O
E_HOMO: -9.21 eV
E_tot: -8873.1718 eV
gap between HOMO and LUMO: 9.9 eV
energy above the lowest of the compared OMol25 structures with the same formula, charge and spin: 1.318 eV